Record 1
49
Properties=species:S:1:pos:R:3 method="wB97M-V/def2-TZVPD" relative_energy_kj_mol=0.1 charge=0 lumo_ha=0.0316 homo_lumo_gap_ev=10.116 homo_ev=-9.25 max_force_ha_per_bohr=0.029 total_energy_ev=-30452.770
H -0.45912 0.22885 -3.07404
H -6.89591 0.50948 0.87685
H 0.74570 -3.70665 -1.59965
H 2.17238 -1.60653 -1.83620
O -1.08211 2.46285 -1.29746
H -0.54127 -0.19359 1.18472
H 5.83878 0.73228 -0.87534
C -3.52899 0.82036 0.09573
C 0.06269 0.07823 -2.11882
C -4.94073 0.24614 -0.00531
H -3.55152 1.89027 -0.12682
P -0.96072 1.04972 -0.90138
H -2.40907 -0.90229 -0.63321
H 3.58115 1.68304 -1.28232
H -5.30908 0.37508 -1.02533
C 5.35716 1.34626 -0.11814
C 0.14869 -3.30093 0.43154
H 1.46173 -1.05264 -0.30164
C 1.62715 2.17282 0.59504
H -3.16414 0.70171 1.11956
C -5.89581 0.92645 0.96769
H 2.09501 -3.55993 -0.46340
O 1.12443 0.88210 0.89974
H 1.16713 2.90536 1.27501
C 1.12152 -3.15111 -0.73892
H -0.74434 1.56545 1.45493
H -0.73678 -2.69669 0.22626
H -2.95645 0.21240 -1.89483
H 5.63921 0.96716 0.86144
H 1.05372 0.54450 -2.20679
H 3.37893 1.79249 1.75932
H -5.55863 0.78993 1.99300
H 5.73112 2.36340 -0.21209
H 0.03575 -2.98375 2.56559
H 3.48826 0.28771 -0.20203
C -2.56586 0.14867 -0.87512
H -5.94795 1.99351 0.76426
C 3.84362 1.31557 -0.28714
C 0.76653 -2.89270 1.76456
C 1.29940 -1.69949 -1.17039
H -0.17110 -4.34332 0.49539
C -0.26719 0.79890 0.82158
H -4.91015 -0.82618 0.20338
H 1.12121 -1.86511 1.74017
H 3.49371 3.20215 0.69484
O 0.13693 -1.29421 -1.87713
H 1.61149 -3.53639 2.00076
H 1.35251 2.44701 -0.43172
C 3.14100 2.17164 0.76386

---

Record 2
54
Properties=species:S:1:pos:R:3 method="wB97M-V/def2-TZVPD" charge=-1 lumo_ha=0.0997 homo_lumo_gap_ev=7.240 homo_ev=-4.53 max_force_ha_per_bohr=0.012 total_energy_ev=-34854.892
C 1.36870 -0.32357 -2.38286
H -5.46775 1.10108 -1.30214
H -3.03805 -1.22159 -0.44248
O -1.94930 1.75086 -1.40344
N -0.75037 3.53894 -0.52458
H -5.57371 -1.30807 -1.61911
O 0.42532 0.16788 -1.47236
C 4.49693 -2.95932 -1.11369
H 0.96452 0.84621 1.14438
C 0.93687 0.46195 3.47283
H 4.27295 -2.40950 -0.19784
H 0.52932 -0.86506 5.10599
C 1.69562 0.80231 5.86273
H 0.18887 3.83414 -0.27373
O -2.35299 0.96937 0.96444
C -4.65973 -0.70536 -1.73701
H 1.41684 1.79824 6.21038
H 0.44923 2.04001 -2.32261
H 5.52368 -2.73182 -1.40492
C -2.35715 -1.66142 -2.44876
H 1.37835 0.27919 -3.30093
O -0.21459 0.22031 2.71642
C 0.62622 0.20960 4.93900
H -0.96390 3.91661 -1.44148
H 4.42104 -4.02689 -0.89320
H 1.87181 0.18550 6.74599
C -3.45729 -1.59368 -1.38058
C -1.07583 1.50273 0.85691
C 3.53897 -2.57857 -2.22846
C -0.85592 2.06601 -0.62728
H -4.59983 -0.46736 -2.81077
H 3.77074 -3.13114 -3.14134
H 2.51044 -2.83266 -1.94705
H 3.22742 0.60543 -1.73873
H -0.95118 2.38620 1.50609
O 3.63489 -1.20149 -2.54717
C 2.76780 -0.38341 -1.77700
C 0.42107 1.57259 -1.32823
H -4.10230 3.01190 0.01091
H 2.65510 0.89887 5.34587
H -0.17835 -0.46241 0.77164
H 2.68054 -0.75404 -0.74787
H -1.52471 -1.00593 -2.20412
H -1.97826 -2.68140 -2.56660
H -3.81895 -2.60651 -1.17765
N -4.75987 0.48997 -0.90687
H 1.30986 1.90448 -0.76830
H 1.28052 1.50076 3.33747
H -0.35630 0.64495 5.13175
H -2.73810 -1.34027 -3.42358
Al -3.40138 1.59573 -0.33016
C -0.05449 0.47254 1.31980
H 1.05107 -1.33317 -2.65670
H 1.76561 -0.18972 3.14703

---

Record 3
59
Properties=species:S:1:pos:R:3 method="wB97M-V/def2-TZVPD" charge=-1 lumo_ha=0.0683 homo_lumo_gap_ev=6.244 homo_ev=-4.39 max_force_ha_per_bohr=0.004 total_energy_ev=-129577.618
C 0.55957 -2.33729 1.56172
H -2.70702 -1.30723 -4.11112
H 0.12888 -2.18632 -4.70706
Cl 1.15561 1.07702 -5.32861
C 1.33918 0.40200 -0.52720
H 1.28250 0.58010 1.50873
H -0.36128 -4.48139 -4.80930
H 2.59283 -1.83157 -2.09182
Cl -0.35405 1.92450 -7.71303
H -0.89455 2.18802 -5.44493
H 2.95325 -1.80650 -0.35162
C -1.24064 -3.84462 -4.68699
H -0.78476 -0.87637 0.70813
H -1.38304 -0.38877 -4.82697
H -0.84838 -2.46062 -0.03598
C 0.03033 2.24338 -6.00704
B 0.81164 -1.11555 -0.85759
I -0.23711 -4.35990 3.81749
Cl -3.50013 4.65875 3.56487
Cl 2.16499 4.90730 9.06973
C -2.85523 6.19596 4.15240
H -0.63686 2.60073 5.06885
Cl -0.69698 1.03667 3.32583
C -0.68745 -2.31595 -2.75093
H 3.57612 -3.99413 -1.70299
C 0.91821 3.96635 8.23586
C -0.03345 -1.01614 -2.26177
O 1.90736 -3.44011 -1.00518
H -0.17486 -1.75052 3.55166
H -0.11381 -3.18040 -2.39419
H -1.41894 -2.41835 2.48483
H 2.04374 0.74259 -1.30497
Cl 1.56196 2.67822 4.26055
H -0.52698 3.36923 3.45913
H 0.48792 1.09643 -0.60525
H 1.42095 -1.73164 1.86096
C 2.16989 -2.03737 -1.08863
C -0.19218 2.55105 4.08216
O 3.16059 -4.14390 -0.83979
H 0.96154 -3.30706 1.27070
H -1.79769 -3.86276 -5.62895
C -0.36989 -2.47538 2.76564
H -3.12556 6.29968 5.19633
C -1.84660 -1.37633 -4.78613
H -1.86822 -4.31848 -3.92490
H 0.15772 3.70285 8.96040
H 1.38721 3.08864 7.80642
C -0.85118 -2.42295 -4.27183
C -0.14763 -1.70708 0.35210
H 0.64744 -0.65171 -3.04887
Cl 0.15478 4.87031 6.92495
H -2.21775 -1.61650 -5.78650
H 0.47305 3.23013 -5.94999
H 2.70743 0.02529 0.97455
H -1.69038 -2.41942 -2.31304
Cl -1.09179 6.28142 4.03266
H -3.27323 6.99320 3.55019
H -0.80804 -0.23734 -2.16727
N 1.98098 0.70983 0.78360

---

Record 4
56
Properties=species:S:1:pos:R:3 method="wB97M-V/def2-TZVPD" relative_energy_kj_mol=18.8 charge=0 lumo_ha="0.0135 / 0.0135" homo_lumo_gap_ev="8.065 / 8.065" homo_ev="-7.70 / -7.70" max_force_ha_per_bohr=0.049 total_energy_ev=-34099.165
H 0.46927 1.51512 -3.64477
H 2.71618 -1.16112 -1.08017
H 1.01576 -2.54594 -2.50583
H -0.22070 -3.54319 -0.52602
H -0.97614 2.76103 0.51492
C -0.70673 -2.44798 -3.78578
H 1.88731 -2.14472 2.22435
H -1.75073 -3.39843 -1.46537
Nb -0.38335 -0.13728 0.08282
H -1.09826 3.10011 -1.74820
H -3.68719 1.55473 -1.32804
C -0.65593 -3.52206 -1.53697
H -0.43695 -4.47407 -2.04172
C -1.71931 2.20496 -1.90212
N -0.29674 -1.14219 -1.69780
H 3.42502 0.95400 -1.20219
H 0.62076 -0.13967 -4.20300
B -0.75771 0.11348 4.46472
H 2.55448 0.60621 1.32049
H -0.34659 2.65270 2.18492
F -1.57077 -0.95226 4.45097
H -0.28051 -1.72425 -4.49226
N 1.22354 -1.37177 0.41617
C 0.64183 0.48710 -3.30962
F 0.57890 -0.06456 4.38717
H -0.50047 -3.45051 -4.18636
H 3.20968 -1.93249 0.44644
N -0.92350 1.05423 -1.46955
H 0.11905 -1.85112 2.16987
H 1.79354 1.65173 2.56270
C -0.08031 -2.38794 -2.38683
H -2.59001 3.15968 -3.57769
C -0.54168 0.07168 -2.46424
H -1.38589 -0.08514 -3.14692
C 1.95283 1.50286 1.48007
H 0.80892 -3.24486 1.28778
C 2.47988 1.16490 -1.71152
H 1.96882 2.10890 -1.45138
F -1.85313 -0.31974 1.32917
C 0.98859 -2.19564 1.58786
C -0.06868 2.64124 1.11496
H 0.58214 3.50665 0.91304
H -2.80321 2.24088 0.03484
H 2.22178 -2.84144 -0.74927
C -2.96931 2.33175 -1.04276
H -3.44118 3.30168 -1.22780
H 2.56656 -0.52231 -3.01001
F -1.25216 1.36378 4.51975
H -1.33813 2.02860 -4.05741
H -1.79786 -2.32435 -3.72143
C 2.39328 -1.84948 -0.29446
H 2.49523 2.37950 1.09197
C 1.96604 0.31811 -2.62532
N 0.67452 1.42948 0.81260
C -2.15329 2.18317 -3.35487
H -2.93097 1.43496 -3.51980